Computed, not measured: 8 unconnected molecules or ions with the total composition C24H58BBrClNO9, with ωB97M-V with the def2-TZVPD basis set.

ORCA input file:
```
! RIJCOSX wB97M-V def2-TZVPD def2/J DEFGRID3
* xyz 0 1
Br -1.800 -1.578 -0.313
Cl -6.331 0.286 -3.189
O -4.998 2.265 -0.022
O -11.902 2.610 1.211
O -3.888 -0.613 -3.372
O 9.652 -1.080 1.101
O -7.502 -0.620 1.883
O 1.633 -1.661 -1.770
O 3.759 -3.266 2.308
O 3.427 1.772 -3.709
O 4.187 -0.657 0.309
N -3.001 1.092 -0.559
C 9.750 -1.036 2.523
C -11.891 3.761 2.057
C 4.186 1.700 -5.997
C 1.193 -1.564 -3.123
C -4.672 -0.909 -1.170
C 5.241 -1.148 -0.523
C -11.190 4.911 1.350
C -13.315 4.133 2.438
C -3.981 1.763 -0.260
C 4.330 -3.969 3.412
C -9.360 0.663 2.740
C 0.490 -0.233 -3.340
C 11.088 -1.610 2.964
C 2.303 3.207 -5.288
C 6.535 -1.218 0.271
C -8.558 0.272 1.511
C 9.576 0.395 3.006
C -7.972 1.493 0.824
C 2.381 -1.717 -4.062
C 3.241 -4.329 4.410
C 4.855 -2.510 -1.078
C 2.995 1.871 -5.067
C -4.808 -0.468 -2.639
C 5.413 -3.119 4.059
B -3.255 -0.340 -0.693
H -7.290 2.025 1.493
H 2.069 -1.668 -5.108
H 4.692 -3.228 -0.271
H 2.258 -0.942 -1.607
H 3.118 -0.929 -3.880
H 11.181 -1.609 4.052
H 5.883 -3.643 4.894
H 3.882 1.748 -7.044
H 4.675 0.741 -5.820
H -8.755 2.184 0.505
H 1.457 3.315 -4.608
H 11.914 -1.027 2.545
H 5.352 -0.436 -1.344
H -11.331 3.486 2.953
H 5.631 -2.902 -1.741
H 0.124 -0.142 -4.365
H 4.773 -4.880 3.008
H -11.712 5.170 0.424
H 2.882 -2.672 -3.893
H 6.795 -0.237 0.670
H 6.184 -2.862 3.331
H -13.904 4.367 1.547
H -9.197 -0.270 0.813
H -7.393 1.197 -0.052
H 8.940 -1.655 2.912
H 4.056 2.482 -3.545
H 6.425 -1.893 1.124
H -8.725 1.168 3.474
H -13.808 3.297 2.938
H -5.509 -0.514 -0.578
H 1.172 0.597 -3.136
H 2.468 -4.932 3.931
H -4.705 -2.000 -1.089
H 3.360 -2.459 2.653
H -11.147 5.798 1.983
H 11.203 -2.633 2.605
H -10.172 4.629 1.076
H 10.360 -0.538 0.737
H 0.489 -2.383 -3.285
H 1.941 3.300 -6.313
H -12.393 2.834 0.413
H -13.334 4.997 3.104
H 2.754 -3.427 4.791
H 7.363 -1.570 -0.345
H 3.646 -4.888 5.254
H 2.988 4.034 -5.083
H 8.616 0.795 2.677
H 3.923 -2.441 -1.636
H -10.183 1.327 2.474
H 4.932 2.480 -5.815
H 10.354 1.041 2.588
H 4.995 -2.178 4.430
H -6.929 -0.154 2.501
H 4.079 -1.277 1.038
H 9.623 0.455 4.095
H -9.770 -0.223 3.229
H -0.355 -0.128 -2.659
H 2.285 1.060 -5.231
*
```

Summary:
SMILES string = O=C=NB(Br)CC(=O)Cl.CC(C)O.CC(C)O.CC(C)O.CC(C)O.CC(C)O.CC(C)O.CC(C)O
LUMO energy = 0.01243 Eh
HOMO energy = -9.462 eV
electronic energy = -4740.27380 Eh